{
  "formula": "C4H6N2O",
  "method": "ωB97M-V with the def2-TZVPD basis set",
  "elements": ["H", "H", "C", "C", "N", "H", "N", "H", "H", "O", "C", "C", "H"],
  "coordinates": [[-1.78937, -1.55973, 0.93123], [-2.99249, 0.72041, 0.22719], [-1.95562, 0.43702, 0.02295], [-1.48362, -0.99677, 0.00668], [2.40373, -0.35788, -0.02362], [3.25300, 0.01552, 0.41006], [1.49434, 0.72550, -0.05894], [-0.81967, 2.29522, 0.13090], [2.02644, -1.12665, 0.52556], [-0.11787, -0.95785, -0.07105], [0.28800, 0.38447, -0.09394], [-0.86493, 1.21970, 0.02504], [-1.92443, -1.52178, -0.84314]],
  "forces_ev_per_a": [[0.11, 0.52, -0.66], [0.47, -0.05, -0.34], [0.44, 0.23, 1.00], [-2.45, -0.39, 0.62], [0.27, 0.87, 0.14], [-0.46, -0.38, -0.25], [0.85, -0.46, 0.09], [0.05, -0.15, -0.14], [0.11, 0.02, -0.06], [1.84, 0.88, -0.31], [0.29, -1.14, 0.40], [-1.66, 0.29, -0.36], [0.14, -0.23, -0.13]],
  "nbo_charge": [0.1857, 0.2243, -0.1823, -0.0955, -0.6545, 0.3592, -0.2933, 0.2409, 0.3509, -0.5014, 0.4328, -0.2551, 0.1884],
  "energy_ev": -9271.185,
  "e_homo_ev": -8.19,
  "orbital_gap_ev": 9.1,
  "molar_mass_g_mol": 98.11,
  "e_lumo_ev": 0.9411,
  "charge": 0,
  "e_above_lowest_kcal_mol": 53.4
}

=====

{
  "formula": "C6H11NO",
  "method": "ωB97M-V with the def2-TZVPD basis set",
  "elements": ["H", "H", "N", "H", "C", "C", "H", "C", "O", "H", "H", "H", "C", "H", "C", "C", "H", "H", "H"],
  "coordinates": [[-1.24026, -2.55399, 0.69690], [-1.08615, 1.58973, -1.41047], [-0.62358, -0.74716, 2.64804], [-0.11416, 2.00574, -0.00096], [0.83089, 2.36261, -1.83428], [-0.18593, -0.69518, 0.29043], [-0.30598, -0.49763, 3.56277], [0.44506, 0.07256, -0.89147], [0.51521, 3.24603, -2.57892], [-1.25286, -1.51450, 2.52860], [0.42332, -2.68498, 0.07012], [1.52206, 0.14128, -0.71742], [-0.03209, -0.19443, 1.51784], [-0.85481, -2.34579, -1.01609], [-0.52245, -2.13381, -0.00624], [-0.09320, 1.51107, -0.97368], [0.43961, 0.77157, 1.64242], [0.23541, -0.42137, -1.83748], [1.89989, 2.08825, -1.69013]],
  "forces_ev_per_a": [[0.02, -0.19, -0.08], [-0.19, -0.17, 0.15], [0.43, 0.43, -0.16], [0.00, -0.11, 0.11], [0.10, -0.42, 0.53], [1.11, 0.05, -1.18], [-0.07, -0.13, 0.05], [-0.77, 0.60, 1.21], [-0.18, 0.08, -0.13], [0.08, -0.15, 0.25], [-0.15, -0.23, 0.22], [0.11, -0.20, -0.33], [-1.18, -0.37, -0.11], [-0.37, 0.37, -0.16], [0.27, 0.01, 0.50], [0.47, 0.42, -0.98], [0.03, 0.01, 0.24], [0.19, -0.17, 0.01], [0.10, 0.17, -0.13]],
  "nbo_charge": [0.2016, 0.2280, -0.8352, 0.2267, 0.4575, -0.0988, 0.3887, -0.4133, -0.5167, 0.3850, 0.2159, 0.2032, 0.0003, 0.2161, -0.6350, -0.5037, 0.1844, 0.2118, 0.0835],
  "energy_ev": -9936.825,
  "e_homo_ev": -7.76,
  "orbital_gap_ev": 8.6,
  "molar_mass_g_mol": 113.16,
  "e_lumo_ev": 0.8556,
  "charge": 0,
  "e_above_lowest_kcal_mol": 37.6
}

=====

{
  "formula": "C4H10NO",
  "method": "ωB97M-V with the def2-TZVPD basis set",
  "elements": ["H", "H", "H", "C", "N", "C", "H", "C", "C", "H", "H", "H", "H", "H", "O", "H"],
  "coordinates": [[-1.44634, -0.45682, -0.67277], [-0.28953, 1.65163, -0.99066], [-0.57322, -1.90654, -2.26627], [-0.35661, -0.48006, -0.74835], [0.08859, -1.67090, -1.53087], [0.16535, -0.63054, 0.69276], [1.22722, 0.85109, -1.17583], [0.17332, 0.77728, -1.43278], [-0.35711, 0.53328, 1.59031], [0.04033, 0.67434, -2.50451], [-0.45982, 0.10288, 2.62552], [-0.01003, -2.46168, -0.89687], [-0.17504, -1.62260, 1.03069], [-1.43292, 0.62943, 1.25816], [0.37587, 1.64535, 1.55027], [1.24533, -0.62515, 0.53224]],
  "forces_ev_per_a": [[-0.22, 0.10, -0.21], [-0.15, 0.24, -0.15], [0.02, 0.40, -0.16], [0.19, -0.33, 0.04], [-0.28, -0.41, 0.33], [-0.46, 0.23, -1.29], [0.19, 0.06, -0.26], [-0.05, -0.56, 0.75], [0.44, -0.38, 0.36], [-0.08, 0.30, -0.29], [-0.01, -0.11, 0.07], [0.25, -0.02, -0.03], [0.09, 0.07, 0.25], [-0.10, 0.18, 0.03], [-0.08, 0.24, -0.22], [0.24, -0.01, 0.78]],
  "nbo_charge": [0.1459, 0.2390, 0.3309, -0.0347, -0.8527, -0.4306, 0.2143, -0.6249, -0.0012, 0.1727, 0.0604, 0.3385, 0.1515, 0.0505, -0.9510, 0.1914],
  "energy_ev": -7847.116,
  "e_homo_ev": -2.19,
  "orbital_gap_ev": 6.4,
  "molar_mass_g_mol": 88.13,
  "e_lumo_ev": 4.1735,
  "charge": -1,
  "e_above_lowest_kcal_mol": 9.7
}

=====

{
  "formula": "C2H3NS2",
  "method": "ωB97M-V with the def2-TZVPD basis set",
  "elements": ["N", "C", "H", "S", "H", "H", "C", "S"],
  "coordinates": [[-0.03643, 0.80203, 1.35974], [0.66260, 0.40820, 0.38128], [0.72377, -0.40453, -1.75501], [-1.38288, 0.59719, 2.08353], [-0.98616, 0.16896, -1.28710], [1.66260, 0.57673, 0.51394], [-0.03001, -0.23606, -0.85770], [-0.61348, -1.91252, -0.43868]],
  "forces_ev_per_a": [[0.01, -0.42, -0.77], [-3.30, 0.21, 0.07], [-1.15, 0.79, 2.12], [-0.08, -0.49, -0.27], [1.38, 0.81, 0.83], [2.69, 0.11, -0.50], [0.17, -1.97, -2.20], [0.29, 0.95, 0.72]],
  "nbo_charge": [-0.4691, 0.1118, 0.2628, 0.4418, 0.2597, 0.2184, -0.6560, -0.1694],
  "energy_ev": -25278.958,
  "e_homo_ev": [-8.03, -8.20],
  "orbital_gap_ev": [5.1, 5.3],
  "molar_mass_g_mol": 105.19,
  "e_lumo_ev": [-2.8857, -2.8810],
  "charge": 0,
  "e_above_lowest_kcal_mol": 83.3
}

=====

{
  "formula": "C2H10N2O2",
  "method": "ωB97M-V with the def2-TZVPD basis set",
  "elements": ["H", "C", "H", "H", "O", "H", "H", "H", "H", "N", "C", "H", "H", "H", "N", "O"],
  "coordinates": [[0.81911, -1.95220, -0.15524], [-1.12942, 0.91040, 2.38830], [2.70296, -2.04536, -2.96605], [-1.95077, 0.20503, 2.53498], [-1.26261, 1.24861, -1.60246], [-0.67467, 0.99462, 0.20062], [-1.78946, 0.55382, -2.02049], [0.68171, -0.80246, 1.94754], [-0.35909, 0.65452, 3.13745], [-0.45146, 0.65331, 1.13619], [0.27974, -0.48171, 0.96652], [2.17298, -0.67700, -2.55655], [-1.30223, 1.97300, 2.51671], [-0.45046, 1.05984, -2.06621], [0.52181, -0.98799, -0.17971], [2.19189, -1.30643, -3.28161]],
  "forces_ev_per_a": [[0.77, 0.13, 0.31], [1.70, -0.58, 0.03], [0.24, -0.33, 0.20], [-0.43, 0.64, 0.08], [-0.48, -0.23, -0.61], [-1.04, 0.44, 0.58], [-0.48, 0.10, 0.45], [-0.28, -0.70, -0.37], [-0.49, 0.12, 0.15], [1.03, -0.30, -1.39], [0.12, 0.24, 1.03], [-0.09, -0.05, 0.22], [-0.64, -0.09, -0.06], [0.95, 0.22, 0.03], [-0.67, 0.04, -0.30], [-0.22, 0.36, -0.38]],
  "nbo_charge": [0.3513, -0.4066, 0.4661, 0.1903, -0.9340, 0.4300, 0.4771, 0.1299, 0.1937, -0.6367, 0.3105, 0.4762, 0.2167, 0.4782, -0.7999, -0.9426],
  "energy_ev": -9310.694,
  "e_homo_ev": -8.60,
  "orbital_gap_ev": 9.5,
  "molar_mass_g_mol": 94.11,
  "e_lumo_ev": 0.9262,
  "charge": 0,
  "e_above_lowest_kcal_mol": 20.2
}

=====

{
  "formula": "C15H19N2O6S4W",
  "method": "ωB97M-V with the def2-TZVPD basis set",
  "elements": ["O", "C", "H", "O", "H", "H", "H", "H", "C", "C", "O", "H", "O", "H", "H", "C", "C", "C", "C", "S", "O", "H", "S", "H", "N", "C", "C", "H", "H", "H", "W", "N", "C", "H", "S", "C", "H", "H", "O", "C", "H", "H", "C", "C", "C", "H", "S"],
  "coordinates": [[0.33637, -0.06528, -1.03746], [2.67149, -4.19652, -2.79227], [-2.68844, 1.07069, 3.87857], [-0.03944, -1.49193, 0.50330], [-0.62104, 0.34087, 3.54525], [1.20645, 2.58331, -1.67980], [2.11592, 3.88446, 0.26342], [-4.02026, 2.01471, 3.22999], [-3.79469, 0.06478, 2.30502], [2.57678, -2.89078, -3.25551], [3.83836, -3.39818, -5.10096], [0.70371, -0.50528, 2.75580], [3.15494, -1.35724, -4.85744], [-1.58780, 4.38567, 0.07216], [1.83309, -0.92419, -3.00151], [2.03664, -4.51414, -1.59932], [0.55579, 3.18744, -1.04597], [0.10993, 0.41235, 2.73932], [1.32804, -3.59136, -0.87429], [-1.04940, 2.30675, -1.02982], [1.55695, -6.11281, -0.02944], [1.89861, 1.55838, 3.43411], [-2.54729, -1.00309, 1.61165], [-4.39203, -0.52393, 3.00654], [3.25805, -2.51765, -4.52544], [-3.11460, 2.96041, 0.64264], [-3.22969, 1.31013, 2.96410], [0.85629, -3.89716, 0.04993], [-3.72244, 3.72318, 1.13157], [0.38392, 4.13496, -1.56028], [-0.64826, 0.45826, 0.67533], [2.12133, -5.90709, -1.08001], [-2.17869, 3.58272, -0.36721], [-4.45897, 0.29853, 1.45948], [-2.05417, 2.20371, 1.90969], [1.25026, -2.27821, -1.37793], [-2.73045, 3.97906, -1.22022], [0.50806, 3.99816, 0.99902], [2.73728, -6.69077, -1.75191], [1.87787, -1.92133, -2.58631], [0.44883, 2.55192, 3.15061], [-3.76821, 2.21487, 0.18947], [1.13895, 3.40373, 0.33845], [0.98585, 1.65506, 2.84993], [0.53259, -1.30359, -0.65354], [3.22484, -4.94655, -3.34653], [1.39866, 1.75302, 1.06782]],
  "forces_ev_per_a": [[0.16, 0.03, -0.06], [0.01, -0.01, -0.02], [-0.02, 0.01, 0.02], [-0.06, 0.04, -0.03], [0.00, -0.02, 0.00], [0.00, 0.00, -0.01], [0.00, 0.00, 0.01], [0.00, 0.01, 0.00], [0.01, -0.02, -0.02], [0.01, 0.01, 0.01], [0.02, 0.00, 0.01], [0.00, 0.00, 0.00], [0.02, 0.00, 0.01], [0.00, 0.00, 0.00], [-0.01, 0.01, 0.02], [-0.01, 0.03, 0.01], [0.01, -0.01, -0.06], [0.01, 0.03, 0.00], [0.05, -0.06, -0.03], [0.06, 0.00, 0.08], [0.01, 0.00, 0.00], [-0.02, -0.03, 0.02], [0.08, 0.06, 0.04], [0.01, -0.02, 0.00], [-0.06, -0.01, -0.03], [-0.03, -0.06, -0.03], [0.01, 0.04, 0.01], [-0.01, 0.03, 0.00], [0.00, 0.00, 0.00], [-0.01, 0.00, 0.00], [-0.16, -0.25, -0.01], [-0.01, -0.01, 0.00], [0.01, 0.02, 0.00], [-0.02, 0.00, 0.01], [0.01, 0.01, -0.01], [-0.07, 0.03, 0.03], [0.01, -0.01, -0.01], [-0.02, -0.01, -0.01], [0.01, 0.00, 0.01], [0.03, -0.04, -0.03], [-0.01, 0.01, -0.01], [-0.01, 0.00, 0.01], [0.02, 0.05, 0.07], [0.07, 0.05, -0.04], [-0.05, 0.10, 0.04], [0.00, 0.00, 0.00], [-0.05, -0.01, -0.01]],
  "mulliken_spin": [-0.0037, 0.0037, -0.0012, 0.0156, 0.0141, 0.0005, -0.0014, 0.0017, -0.0464, 0.0010, 0.0003, -0.0005, -0.0003, -0.0010, -0.0001, 0.0000, 0.0092, -0.0223, 0.0025, -0.0086, -0.0003, -0.0013, 0.9008, -0.0011, -0.0001, 0.0175, 0.0184, -0.0001, -0.0008, -0.0031, 1.0358, -0.0001, -0.0171, 0.0592, 0.0017, -0.0013, 0.0003, 0.0028, 0.0002, 0.0009, 0.0003, 0.0029, 0.0194, -0.0147, 0.0305, -0.0003, -0.0135],
  "energy_ev": -76259.978,
  "e_homo_ev": [-18.22, -18.22],
  "orbital_gap_ev": [5.8, 4.2],
  "molar_mass_g_mol": 635.43,
  "e_lumo_ev": [-12.4298, -14.0001],
  "charge": 3,
  "multiplicity": 3,
  "e_above_lowest_kcal_mol": 42.9
}

=====

{
  "formula": "C16H47NO7",
  "method": "ωB97M-V with the def2-TZVPD basis set",
  "elements": ["O", "H", "O", "H", "H", "H", "C", "H", "H", "N", "H", "H", "O", "H", "H", "H", "H", "H", "H", "O", "H", "C", "H", "H", "H", "H", "C", "H", "C", "H", "H", "H", "H", "H", "C", "H", "H", "H", "H", "C", "H", "H", "H", "O", "H", "H", "H", "H", "H", "H", "C", "O", "C", "H", "C", "C", "C", "O", "C", "C", "C", "H", "H", "H", "H", "H", "C", "H", "H", "H", "C"],
  "coordinates": [[-3.15722, -0.71960, 3.42488], [0.04661, -3.92476, -0.72807], [-2.02546, -4.01623, -2.25645], [-2.22544, -0.57441, 0.43592], [3.36824, 1.85844, -2.38296], [5.60344, 2.48122, -2.48603], [-1.81880, 0.44073, 0.40697], [-2.58701, 5.42493, -2.39184], [-4.50516, 2.48459, 2.05763], [5.66748, -4.86741, -2.11227], [-4.16897, 6.11614, -3.88201], [-1.18504, -2.45924, 5.54669], [-4.49840, 5.87778, -3.01232], [2.47503, 2.73645, -0.05241], [-3.90028, -0.47746, 3.98960], [-3.80655, 4.66805, 3.30544], [6.57178, -2.41279, -2.95400], [-1.75822, 2.76989, 2.71209], [-2.87638, -4.42192, -2.44790], [-1.82647, 1.00193, 1.69851], [3.22660, -3.56534, -1.57240], [3.30916, 2.05350, -0.21830], [-3.82676, 4.98430, -1.30492], [2.06566, -1.47327, 0.01858], [-2.29352, 0.44945, 2.34705], [-4.86411, 3.93925, 1.28722], [-3.79228, 3.57434, -2.89755], [6.60454, -4.81224, -2.51427], [4.04535, -3.46917, -0.85053], [3.03370, -1.27661, 1.35598], [-2.65871, 4.97838, 2.12614], [6.06923, -3.34535, -0.66321], [0.14387, -0.25485, 0.44042], [5.15937, -5.03249, -2.97814], [-0.70575, -3.21915, -0.37315], [-3.53028, 3.07313, 0.66211], [3.98241, -4.21762, -0.05566], [-1.92467, -2.30701, 3.19602], [-0.41733, -2.25034, -0.77490], [5.41892, -3.55201, -1.51375], [4.90882, -2.71812, -3.47590], [2.57682, -2.94890, 1.04545], [-2.54131, -4.25087, -0.25811], [3.98000, -2.17339, -0.26595], [4.02177, 2.11800, 0.60136], [3.72238, 3.49197, -1.76485], [-3.39466, -2.69769, 4.03323], [-4.85461, 3.34868, -2.83553], [2.92928, 1.03127, -0.19883], [5.27663, -1.47572, -2.28975], [-2.61807, -1.93233, 3.95527], [5.25193, 2.08437, -1.68513], [-3.59018, 4.98804, -2.37305], [-1.12351, -0.81402, 4.98674], [-3.99941, 3.33977, 1.60768], [2.85316, -2.01206, 0.56115], [3.85780, 2.42312, -1.58583], [-2.25208, 3.33631, 3.32724], [-0.41483, 0.42654, -0.20526], [5.53534, -2.48841, -2.61310], [-1.81151, -1.62975, 5.21456], [-2.43030, -1.28602, 6.04534], [-2.46372, 1.05822, -0.23263], [-3.20720, 2.85641, -2.31922], [-3.48211, 3.49248, -3.94143], [-2.72368, -2.59012, -0.95426], [-3.16936, 4.12731, 2.60063], [-0.48658, -0.00087, -1.20330], [0.01520, 1.42317, -0.14376], [-0.68586, -3.29144, 0.71208], [-2.11873, -3.49919, -0.93306]],
  "forces_ev_per_a": [[-0.48, -0.30, 0.14], [-0.31, -0.25, -0.18], [-0.02, -0.05, 0.12], [-0.03, 0.01, -0.08], [-0.49, 0.17, 0.10], [-0.01, -0.02, -0.03], [-0.19, 0.27, -0.48], [0.22, -0.50, -0.44], [0.52, -0.28, 0.09], [0.95, -0.40, 0.12], [0.12, -0.10, -0.01], [-0.26, -0.17, -0.02], [-0.20, 0.23, 0.26], [-0.07, -0.16, 0.39], [0.08, 0.24, -0.15], [-0.14, -0.57, 0.30], [-0.01, -0.18, -0.11], [-0.31, 0.05, 0.01], [0.07, 0.02, -0.20], [0.53, 0.25, 0.34], [-0.05, -0.33, -0.03], [-0.39, -0.20, -0.35], [-0.33, 0.16, -0.09], [-0.42, -0.89, -0.23], [-0.03, -0.08, -0.25], [0.20, 0.31, 0.07], [0.66, 0.30, -0.13], [0.14, -0.22, 0.53], [0.26, 0.44, -0.08], [0.68, -0.28, 0.04], [0.18, -0.30, -0.40], [0.59, -0.23, -0.37], [0.43, 0.13, -0.24], [-0.72, 0.38, 0.36], [-0.46, 0.18, -1.02], [0.47, -0.27, 0.28], [-0.19, -0.22, -0.16], [-0.08, 0.11, -0.04], [0.37, 0.13, 0.52], [-1.24, 0.49, -1.06], [-0.08, -0.23, 0.06], [-0.43, -0.01, -0.21], [-0.48, 0.10, -0.18], [0.13, -0.16, 0.38], [0.19, 0.38, -0.19], [0.01, 0.04, -0.02], [-0.04, 0.13, 0.39], [0.01, -0.13, 0.07], [-0.02, 0.00, -0.09], [-0.10, -0.17, 0.19], [0.90, 0.01, -0.22], [-0.08, 0.12, 0.39], [-0.32, 0.12, 0.38], [-0.05, 0.03, -0.09], [-1.38, 0.58, -0.33], [-0.01, 1.17, 0.19], [0.86, -0.37, -0.21], [0.10, 0.02, 0.16], [-0.82, -0.55, 1.24], [0.48, 0.84, 0.40], [0.02, 0.08, 0.00], [-0.09, -0.16, -0.01], [-0.16, -0.18, -0.01], [-0.11, -0.06, 0.02], [-0.03, -0.02, -0.02], [-0.04, -0.01, 0.32], [0.25, 0.45, -0.21], [0.29, 0.30, -0.18], [0.12, -0.02, -0.35], [-0.10, 0.49, 0.06], [0.96, -0.68, 0.57]],
  "lowdin_charge": [-0.0978, 0.0752, -0.0800, 0.1019, 0.1069, 0.0731, -0.3074, 0.1108, 0.0748, 0.0233, 0.0795, 0.0744, -0.0842, 0.0688, 0.1048, 0.1080, 0.0735, 0.0553, 0.0799, -0.1010, 0.1301, -0.0769, 0.0966, 0.0644, 0.0485, 0.0722, -0.0850, 0.0678, -0.2087, 0.0870, 0.1056, 0.1419, 0.0557, 0.0677, -0.0793, 0.0498, 0.1218, 0.1048, 0.0403, -0.4249, 0.0769, 0.0866, 0.1062, -0.1991, 0.0800, 0.1043, 0.1132, 0.0771, 0.0520, 0.0697, -0.2861, -0.0936, -0.3238, 0.0789, -0.0963, -0.1165, -0.3077, -0.0876, -0.0795, -0.0674, -0.0782, 0.0734, 0.0953, 0.0581, 0.0702, 0.0995, -0.3270, 0.0749, 0.0699, 0.0680, -0.3105],
  "energy_ev": -33173.929,
  "e_homo_ev": -9.35,
  "orbital_gap_ev": 9.8,
  "molar_mass_g_mol": 365.55,
  "e_lumo_ev": 0.4941,
  "charge": 0,
  "e_above_lowest_kcal_mol": 10.1
}